89
Properties=species:S:1:pos:R:3:lowdin_spin:R:1 method="wB97M-V/def2-TZVPD" charge=-1 fmax_ev_per_a=1.997 relative_energy_kcal_mol=88.6 s2=6.093 multiplicity=5 gap_ev="6.454 / 5.096"
Os -0.83 -0.02 -0.83 1.48
C -1.57 4.60 1.02 0.01
Si -2.62 3.70 -0.29 0.06
C -3.06 4.98 -1.66 0.01
C -4.27 3.07 0.43 0.00
N -1.70 2.36 -0.81 0.39
C -1.02 1.82 -1.74 0.08
C -0.74 2.40 -2.99 0.19
C -0.10 1.90 -4.11 0.03
C 0.53 0.69 -4.36 0.19
C 0.79 -0.41 -3.53 0.05
C 0.45 -0.68 -2.23 0.15
F 1.00 -1.85 -1.81 0.05
H -2.12 5.43 1.45 0.00
H -0.65 4.98 0.59 0.00
H -1.31 3.92 1.82 0.00
H -3.68 5.78 -1.24 0.00
H -3.61 4.54 -2.48 0.00
H -2.17 5.45 -2.07 0.00
H -4.94 3.88 0.70 0.00
H -4.07 2.49 1.33 0.00
H -4.79 2.44 -0.27 0.00
H -1.10 3.42 -3.07 0.01
H -0.10 2.57 -4.96 0.00
H 0.93 0.59 -5.36 0.01
H 1.40 -1.18 -4.00 0.00
O 9.42 3.06 -2.25 0.00
C 9.18 2.08 -1.35 0.01
O 10.08 1.65 -0.68 0.02
C 7.79 1.58 -1.28 0.09
C 6.71 2.31 -1.81 -0.01
C 5.45 1.76 -1.84 0.08
C 5.22 0.48 -1.34 0.05
S 3.66 -0.24 -1.50 0.65
C 6.27 -0.21 -0.72 0.07
C 7.54 0.33 -0.70 -0.02
H 8.63 3.28 -2.76 0.00
H 6.84 3.31 -2.19 0.00
H 4.62 2.31 -2.27 0.00
H 6.08 -1.18 -0.30 0.00
H 8.36 -0.21 -0.25 0.00
O -3.27 0.30 2.69 0.00
C -3.57 0.03 1.55 0.00
N -2.74 0.01 0.46 0.02
C -3.41 -0.33 -0.64 0.00
O -2.85 -0.46 -1.74 0.01
C -4.85 -0.52 -0.33 0.00
C -5.95 -0.79 -1.11 0.00
C -7.19 -0.87 -0.48 0.00
C -7.30 -0.70 0.90 0.00
C -6.18 -0.43 1.68 0.00
C -4.96 -0.33 1.05 0.00
H -5.87 -0.93 -2.18 0.00
H -8.08 -1.08 -1.06 0.00
H -8.27 -0.78 1.37 0.00
H -6.26 -0.31 2.75 0.00
Br 0.63 -6.08 4.75 0.00
C 0.59 -4.43 3.79 0.00
C 1.23 -3.33 4.33 0.00
C 1.19 -2.13 3.64 0.00
C 0.54 -2.05 2.42 0.00
C -0.09 -3.17 1.89 0.00
C -0.07 -4.38 2.58 0.00
C -0.87 -3.11 0.57 0.01
O -1.43 -4.13 0.18 0.01
O -0.88 -1.98 0.01 0.10
H 1.73 -3.41 5.28 0.00
H 1.68 -1.26 4.05 0.00
H 0.51 -1.12 1.87 0.00
H -0.57 -5.23 2.16 0.00
C 6.22 0.74 5.34 0.00
C 7.08 1.88 4.88 0.00
O 8.22 2.04 5.20 0.00
S 6.32 3.16 3.89 0.00
C 4.85 2.46 3.17 0.01
C 4.94 1.28 2.43 0.00
C 3.84 0.80 1.77 0.02
C 2.64 1.52 1.77 0.01
C 2.55 2.69 2.53 0.01
C 3.65 3.15 3.23 0.00
C 1.57 1.09 0.96 0.10
C 0.71 0.70 0.19 -0.01
H 6.84 -0.14 5.49 0.00
H 5.41 0.52 4.66 0.00
H 5.79 1.03 6.30 0.00
H 5.89 0.77 2.35 0.00
H 3.89 -0.12 1.21 0.01
H 1.62 3.24 2.54 0.00
H 3.58 4.06 3.81 0.00

***

90
Properties=species:S:1:pos:R:3:lowdin_charge:R:1 method="wB97M-V/def2-TZVPD" fmax_ev_per_a=0.866 relative_energy_kcal_mol=89.8 gap_ev="4.614 / 4.614"
Ca 0.01 -0.20 0.23 1.12
C 2.72 -0.51 -5.24 -0.05
C 2.62 -0.42 -3.83 -0.13
N 1.91 -1.21 -3.09 0.15
C 1.19 -2.19 -3.71 -0.16
C 1.24 -2.39 -5.11 -0.15
C 2.03 -1.50 -5.87 -0.02
C 0.49 -3.44 -5.70 -0.04
C -0.28 -4.25 -4.92 -0.06
C -0.35 -4.04 -3.53 -0.04
C 0.37 -3.04 -2.93 -0.32
N 0.23 -2.82 -1.52 -0.42
C 0.98 -3.61 -0.69 -0.21
C 1.87 -4.55 -1.21 -0.01
C 2.57 -5.46 -0.41 -0.08
C 2.41 -5.48 0.95 -0.07
C 1.60 -4.49 1.54 -0.16
C 1.44 -4.42 2.94 -0.01
C 0.73 -3.41 3.51 -0.06
C 0.23 -2.41 2.66 -0.22
N 0.34 -2.44 1.35 -0.01
C 0.95 -3.50 0.75 -0.15
H 3.34 0.19 -5.79 0.10
H 3.17 0.37 -3.32 0.09
H 2.08 -1.63 -6.95 0.11
H 0.54 -3.57 -6.78 0.11
H -0.86 -5.05 -5.37 0.10
H -0.99 -4.66 -2.91 0.12
H 2.00 -4.61 -2.28 0.11
H 3.22 -6.18 -0.89 0.11
H 2.90 -6.21 1.57 0.10
H 1.89 -5.19 3.55 0.12
H 0.59 -3.33 4.58 0.10
H -0.25 -1.53 3.09 0.09
C -4.91 3.49 -0.44 -0.09
C -4.17 2.43 0.36 -0.27
N -4.10 1.15 -0.33 -0.05
C -3.12 0.71 -1.13 -0.19
S -1.37 -2.09 -1.23 0.49
N -2.18 1.62 -1.35 -0.04
N -0.92 1.41 -1.29 -0.09
C -0.07 2.32 -1.80 -0.32
C -0.57 3.51 -2.56 -0.06
C 1.32 2.12 -1.57 -0.27
C 2.27 3.10 -2.01 -0.03
C 3.60 2.92 -1.79 -0.08
C 4.06 1.76 -1.15 -0.11
C 3.10 0.85 -0.75 -0.23
N 1.78 1.02 -0.90 -0.03
H -4.93 4.44 0.09 0.07
H -5.94 3.19 -0.64 0.07
H -4.41 3.65 -1.40 0.07
H -4.65 2.28 1.33 0.10
H -3.14 2.75 0.55 0.09
H -4.94 0.59 -0.32 0.11
H -1.64 3.40 -2.74 0.06
H -0.08 3.61 -3.53 0.08
H -0.42 4.45 -2.01 0.08
H 1.91 3.99 -2.51 0.10
H 4.31 3.67 -2.12 0.10
H 5.11 1.55 -1.00 0.10
H 3.40 -0.08 -0.28 0.09
S -3.60 3.54 6.37 1.02
N -2.26 3.94 5.56 -0.22
C -2.09 3.01 4.64 -0.30
C -1.01 2.97 3.67 -0.08
C -0.01 3.94 3.61 0.02
C 0.97 3.83 2.65 -0.02
C 0.94 2.73 1.79 -0.12
N 0.01 1.79 1.85 0.06
C -0.97 1.91 2.76 -0.14
C -2.03 0.88 2.77 -0.16
N -1.95 -0.07 1.82 0.04
C -2.89 -1.01 1.77 -0.13
C -3.96 -1.05 2.67 -0.02
C -4.05 -0.08 3.64 0.01
C -3.07 0.92 3.69 -0.09
C -3.09 2.01 4.65 -0.30
N -4.01 2.19 5.59 -0.21
H -0.03 4.77 4.31 0.12
H 1.75 4.57 2.55 0.11
H 1.68 2.62 1.02 0.10
H -2.77 -1.75 0.99 0.05
H -4.69 -1.84 2.59 0.11
H -4.86 -0.06 4.35 0.12
Cl 2.71 -0.44 2.51 0.60
C 3.91 0.87 2.53 -1.00
Cl 5.55 0.25 2.33 0.54
H 3.84 1.37 3.49 0.03
H 3.70 1.54 1.70 -0.01

***

90
Properties=species:S:1:pos:R:3:lowdin_charge:R:1 method="wB97M-V/def2-TZVPD" fmax_ev_per_a=0.193 relative_energy_kcal_mol=0.0 gap_ev=6.695
In 1.66 -0.89 0.27 0.42
C -2.70 1.39 -4.25 -0.07
O -2.98 2.67 -3.71 -0.09
C -1.93 3.42 -3.29 -0.30
C -0.60 3.03 -3.39 0.00
C 0.40 3.85 -2.89 0.00
C 0.09 5.06 -2.29 -0.27
C -1.24 5.47 -2.25 -0.03
C -2.25 4.66 -2.73 -0.02
N 1.01 6.03 -1.76 0.06
N 2.04 5.76 -1.12 0.07
C 2.36 4.41 -0.76 -0.26
C 3.56 3.89 -1.16 -0.03
C 3.91 2.55 -0.92 0.01
C 3.05 1.70 -0.25 -0.36
O 3.32 0.45 0.01 -0.20
C 1.83 2.27 0.24 -0.15
N 1.03 1.42 0.93 0.08
C -0.04 1.90 1.53 -0.13
C -0.42 3.25 1.44 -0.03
C 0.32 4.09 0.67 0.02
C 1.49 3.62 0.04 -0.10
H -3.66 0.93 -4.46 0.10
H -2.14 0.78 -3.54 0.06
H -2.13 1.47 -5.18 0.10
H -0.32 2.08 -3.83 0.10
H 1.43 3.51 -2.97 0.12
H -1.47 6.45 -1.84 0.11
H -3.28 4.97 -2.70 0.12
H 4.24 4.53 -1.72 0.12
H 4.86 2.16 -1.27 0.12
H -0.63 1.20 2.11 0.09
H -1.31 3.58 1.95 0.11
H 0.04 5.13 0.55 0.12
S -2.46 -4.48 -4.61 0.50
C -1.43 -3.73 -3.56 -1.51
S -0.88 -4.43 -2.09 0.91
C 0.08 -3.09 -1.51 -1.13
C 0.13 -2.01 -2.32 -1.14
S 1.06 -0.54 -2.12 0.58
S -0.82 -2.14 -3.79 0.88
S 0.84 -3.30 0.05 0.58
N -1.27 -1.52 2.34 -0.11
P -1.49 -1.08 0.69 1.03
C -2.75 0.25 0.79 -0.37
C -2.66 1.26 -0.17 -0.11
C -3.61 2.28 -0.21 -0.06
C -4.63 2.30 0.72 -0.07
C -4.72 1.31 1.69 -0.08
C -3.79 0.28 1.71 -0.08
C -2.59 -2.44 0.17 -0.37
C -2.64 -3.67 0.82 -0.13
C -3.48 -4.67 0.35 -0.09
C -4.26 -4.47 -0.77 -0.09
C -4.20 -3.25 -1.43 -0.09
C -3.38 -2.24 -0.96 -0.10
C -0.15 -1.38 3.10 -0.37
C -0.22 -1.63 4.49 0.00
C 0.86 -1.38 5.28 -0.05
C 2.03 -0.88 4.72 -0.06
C 2.05 -0.69 3.36 -0.14
N 1.00 -0.97 2.56 0.03
H -2.06 -1.89 2.85 0.10
H -1.84 1.26 -0.88 0.10
H -3.54 3.05 -0.97 0.09
H -5.37 3.10 0.70 0.10
H -5.52 1.32 2.41 0.10
H -3.88 -0.51 2.45 0.10
H -1.99 -3.86 1.66 0.09
H -3.50 -5.63 0.86 0.11
H -4.90 -5.26 -1.14 0.11
H -4.79 -3.09 -2.33 0.11
H -3.35 -1.29 -1.49 0.11
H -1.15 -1.99 4.91 0.12
H 0.80 -1.56 6.35 0.11
H 2.90 -0.64 5.31 0.11
H 2.93 -0.31 2.85 0.12
N 6.97 -4.53 1.49 0.13
C 5.88 -3.73 1.30 -0.31
C 5.83 -2.80 0.27 0.00
C 4.70 -2.03 0.10 -0.11
N 3.62 -2.13 0.88 -0.04
C 3.66 -3.04 1.86 -0.16
C 4.75 -3.84 2.12 0.00
H 7.82 -4.32 1.01 0.10
H 7.05 -5.07 2.33 0.10
H 6.67 -2.67 -0.41 0.11
H 4.65 -1.28 -0.68 0.11
H 2.76 -3.15 2.45 0.10
H 4.71 -4.56 2.92 0.11

***

86
Properties=species:S:1:pos:R:3:lowdin_charge:R:1 method="wB97M-V/def2-TZVPD" charge=+1 fmax_ev_per_a=2.946 relative_energy_kcal_mol=30.2 gap_ev="7.001 / 7.000"
Ce -0.55 -0.04 -0.40 1.25
C 1.81 -3.79 -2.65 -0.02
C 0.84 -3.13 -1.87 -0.14
N 1.09 -2.10 -1.11 0.06
C 2.38 -1.62 -1.09 -0.14
C 3.48 -2.16 -1.85 -0.13
C 3.14 -3.32 -2.61 0.03
C 4.75 -1.55 -1.71 -0.03
C 4.86 -0.33 -1.13 -0.06
C 3.78 0.17 -0.38 -0.04
C 2.59 -0.48 -0.22 -0.17
N 1.47 0.01 0.61 -0.09
C 1.60 0.14 1.98 -0.21
C 2.80 0.35 2.63 -0.01
C 2.81 0.50 4.02 -0.07
C 1.68 0.50 4.82 0.00
C 0.44 0.17 4.15 -0.13
C -0.80 0.02 4.82 0.01
C -1.83 -0.47 4.13 -0.03
C -1.80 -0.46 2.73 -0.09
N -0.69 -0.23 2.11 0.02
C 0.44 0.04 2.78 -0.19
H 1.47 -4.69 -3.24 0.13
H -0.17 -3.57 -1.80 0.12
H 3.93 -3.73 -3.24 0.12
H 5.61 -2.01 -2.16 0.12
H 5.78 0.25 -1.24 0.12
H 3.94 1.17 0.12 0.14
H 3.74 0.40 2.09 0.10
H 3.80 0.57 4.47 0.11
H 1.79 0.64 5.86 0.10
H -0.82 0.23 5.85 0.12
H -2.68 -0.82 4.69 0.12
H -2.69 -0.77 2.16 0.14
C -1.86 3.65 3.37 0.00
C -1.15 3.46 2.02 -0.27
N 0.10 3.51 1.81 0.09
O 0.73 3.82 3.07 -0.06
C -1.97 3.02 0.86 -0.26
C -3.20 3.68 0.38 0.01
N -1.51 1.96 0.31 -0.11
O -2.07 1.37 -0.72 -0.24
H -1.78 4.69 3.71 0.09
H -1.32 3.06 4.17 0.10
H -2.90 3.39 3.30 0.07
H 1.65 3.58 2.85 0.10
H -3.21 4.03 -0.65 0.10
H -3.41 4.52 1.04 0.09
H -4.03 2.94 0.37 0.10
S 2.24 1.16 -4.49 1.13
C 1.02 0.53 -3.52 -0.45
N 0.91 1.10 -2.35 -0.03
C 1.75 2.18 -2.23 -0.30
C 1.78 3.08 -1.14 -0.01
C 2.72 4.02 -1.13 -0.09
C 3.62 4.16 -2.17 -0.08
C 3.53 3.39 -3.30 -0.07
C 2.59 2.38 -3.32 -0.45
H 0.49 -0.37 -3.80 0.09
H 1.15 2.97 -0.25 0.08
H 2.76 4.84 -0.40 0.13
H 4.43 4.86 -2.00 0.12
H 4.21 3.49 -4.16 0.12
C -4.19 -0.17 -3.69 -0.08
C -4.85 -0.25 -2.49 -0.08
C -4.20 -0.74 -1.42 -0.03
C -2.91 -1.27 -1.52 -0.34
C -2.28 -1.29 -2.78 -0.03
C -2.95 -0.73 -3.88 -0.06
N -2.11 -1.59 -0.38 -0.14
C -2.16 -2.91 0.10 -0.27
C -2.98 -3.89 -0.49 -0.03
C -2.95 -5.21 -0.08 -0.07
C -2.08 -5.58 0.99 -0.11
C -1.19 -4.66 1.48 -0.10
C -1.15 -3.32 1.01 -0.04
H -4.71 0.34 -4.53 0.13
H -5.85 0.12 -2.39 0.11
H -4.66 -0.72 -0.40 0.15
H -1.28 -1.74 -2.90 0.10
H -2.53 -0.78 -4.85 0.10
H -3.71 -3.66 -1.27 0.12
H -3.56 -5.99 -0.50 0.10
H -2.03 -6.65 1.30 0.11
H -0.49 -5.01 2.30 0.13
H -0.41 -2.68 1.44 0.08

***

93
Properties=species:S:1:pos:R:3:lowdin_spin:R:1 method="wB97M-V/def2-TZVPD" fmax_ev_per_a=2.127 relative_energy_kcal_mol=0.0 s2=3.753 multiplicity=4 gap_ev="7.025 / 7.042"
Nd -0.50 -0.75 1.85 3.02
C -2.19 3.08 -0.24 0.00
C -2.02 1.66 0.21 0.00
N -0.89 1.05 0.28 -0.01
N 0.25 1.72 -0.08 0.00
C 1.35 1.02 0.17 0.00
O 1.40 -0.12 0.73 0.00
C 2.61 1.61 -0.36 0.00
C 2.67 2.90 -0.86 0.00
C 3.85 3.38 -1.43 0.00
C 4.97 2.56 -1.49 0.00
C 4.92 1.28 -0.97 0.00
C 3.75 0.80 -0.40 0.00
C -3.20 0.85 0.60 0.00
C -4.50 1.30 0.40 0.00
C -5.56 0.46 0.71 0.00
C -5.30 -0.80 1.20 0.00
C -3.98 -1.16 1.40 0.00
N -2.95 -0.37 1.12 0.00
H -1.22 3.46 -0.52 0.00
H -2.60 3.69 0.57 0.00
H -2.86 3.14 -1.10 0.00
H 1.79 3.52 -0.82 0.00
H 3.89 4.38 -1.82 0.00
H 5.88 2.93 -1.95 0.00
H 5.79 0.64 -1.01 0.00
H 3.70 -0.20 0.00 0.00
H -4.68 2.29 0.01 0.00
H -6.58 0.80 0.57 0.00
H -6.09 -1.49 1.45 0.00
H -3.72 -2.13 1.81 0.00
Cl 2.67 -3.75 -0.09 0.00
C 2.50 -3.57 1.63 0.00
C 3.52 -4.00 2.48 0.00
C 3.39 -3.86 3.83 0.00
Cl 4.66 -4.43 4.87 0.00
C 2.25 -3.25 4.39 0.00
C 2.02 -3.07 5.77 0.00
C 0.89 -2.41 6.19 0.00
C 0.00 -1.89 5.24 0.00
N 0.17 -2.06 3.95 0.00
C 1.25 -2.77 3.51 0.00
C 1.31 -3.01 2.09 0.00
O 0.31 -2.70 1.33 0.00
H 4.40 -4.45 2.06 0.00
H 2.74 -3.44 6.48 0.00
H 0.69 -2.27 7.25 0.00
H -0.85 -1.30 5.55 0.00
C 1.91 1.86 -4.47 0.00
C 0.96 1.16 -3.50 0.00
C 1.45 -0.25 -3.18 0.00
N 0.58 -1.00 -2.27 0.00
C -0.72 -1.26 -2.36 0.00
S -1.59 -1.83 -1.05 0.00
N -1.42 -1.06 -3.54 0.00
C -1.20 -1.35 -4.88 0.00
O -1.93 -0.86 -5.71 0.00
C -0.12 -2.31 -5.24 0.00
C 0.52 -2.15 -6.46 0.00
C 1.53 -3.02 -6.84 0.00
C 1.88 -4.07 -6.01 0.00
C 1.21 -4.27 -4.81 0.00
C 0.20 -3.40 -4.43 0.00
H 1.55 2.86 -4.69 0.00
H 1.99 1.31 -5.41 0.00
H 2.92 1.95 -4.04 0.00
H -0.03 1.12 -3.95 0.00
H 0.89 1.72 -2.57 0.00
H 2.42 -0.19 -2.68 0.00
H 1.60 -0.81 -4.10 0.00
H 0.96 -1.24 -1.36 0.00
H -2.38 -0.77 -3.37 0.00
H 0.22 -1.32 -7.10 0.00
H 2.02 -2.89 -7.79 0.00
H 2.68 -4.74 -6.30 0.00
H 1.47 -5.10 -4.17 0.00
H -0.34 -3.58 -3.51 0.00
O -4.26 0.25 3.82 0.00
S -3.07 0.79 4.43 0.00
O -2.88 0.55 5.83 0.00
N -1.71 0.33 3.62 0.00
C -0.98 1.39 3.28 0.00
O 0.18 1.28 2.83 0.00
C -1.69 2.69 3.43 0.00
C -1.30 3.94 2.98 0.00
C -2.19 5.00 3.14 0.00
C -3.42 4.81 3.75 0.00
C -3.80 3.56 4.22 0.00
C -2.92 2.52 4.05 0.00
H -0.34 4.07 2.50 0.00
H -1.92 5.98 2.78 0.00
H -4.10 5.65 3.85 0.00
H -4.76 3.40 4.71 0.00